Below is a molecular structure, C30H25BClIN4O4Zr, with properties calculated with ωB97M-V/def2-TZVPD.

HOMO level: -8.10 eV
HOMO-LUMO gap: 7.8 eV
LUMO level: -0.28 eV
Relative energy (zero: lowest compared OMol25 entry of this formula, charge and spin): 0.0 kcal per mole
Max |F|: 0.943 eV Å⁻¹
2S+1: 1
Charge: 0
E: -68241.1852 eV

XYZ file:
```
67
Properties=species:S:1:pos:R:3:forces:R:3:lowdin_charge:R:1
Zr -0.251 0.223 -0.143 -0.1 -0.9 0.1 1.558
O -0.630 -0.556 3.677 0.0 0.1 -0.1 -0.256
Cl -0.328 0.539 2.831 -0.1 0.1 0.5 0.707
O 0.023 1.708 3.541 0.0 -0.1 -0.1 -0.248
O -1.443 0.795 1.902 0.1 0.0 0.0 -0.410
O 0.781 0.160 1.906 0.0 0.1 -0.1 -0.531
B -2.111 2.793 -1.205 0.0 0.0 0.0 -0.386
N -2.966 1.600 -0.646 0.0 0.0 -0.1 -0.064
C -4.268 1.594 -0.370 0.0 0.0 0.1 -0.062
C -4.666 0.295 -0.081 0.0 0.0 -0.1 -0.034
C -3.512 -0.458 -0.224 0.0 0.0 0.1 -0.126
N -2.483 0.334 -0.559 0.0 0.3 0.0 -0.115
N -0.999 3.210 -0.188 0.0 0.0 -0.1 -0.075
C -0.887 4.384 0.433 0.1 0.0 0.0 -0.064
C 0.343 4.448 1.069 0.0 0.0 0.1 -0.038
C 0.933 3.225 0.794 0.0 0.0 -0.1 -0.172
N 0.133 2.483 0.019 -0.1 0.0 0.0 -0.111
H -2.852 3.730 -1.340 0.0 0.0 0.0 0.077
H -1.581 2.429 -2.218 0.0 0.0 0.0 0.072
H -4.832 2.510 -0.404 0.0 0.0 0.0 0.126
H -5.649 -0.051 0.182 0.0 0.0 0.0 0.099
H -3.369 -1.519 -0.096 0.0 0.0 0.0 0.112
H -1.678 5.110 0.361 0.0 0.0 0.0 0.125
H 0.743 5.256 1.654 0.0 0.0 0.0 0.100
H 1.885 2.840 1.119 0.0 0.0 0.0 0.073
I 2.826 0.389 -0.446 0.0 0.1 0.0 1.245
C 2.661 0.809 -2.487 0.0 0.0 0.1 -0.576
C 3.782 1.211 -3.149 0.0 0.0 -0.1 -0.153
C 3.726 1.387 -4.547 0.0 0.0 0.0 -0.078
C 2.572 1.108 -5.215 0.0 0.0 0.0 -0.034
C 1.412 0.674 -4.527 0.0 0.0 0.0 -0.165
C 0.244 0.321 -5.245 0.0 0.0 0.0 -0.035
C -0.855 -0.128 -4.581 0.0 0.0 0.0 -0.071
C -0.857 -0.180 -3.169 0.1 0.0 0.0 -0.152
C 0.229 0.176 -2.394 -0.1 0.1 0.1 -0.257
C 1.411 0.558 -3.109 0.0 0.0 0.0 -0.248
H 4.709 1.379 -2.618 0.0 0.0 0.0 0.091
H 4.609 1.718 -5.077 0.0 0.0 0.0 0.105
H 2.524 1.204 -6.293 0.0 0.0 0.0 0.113
H 0.253 0.400 -6.326 0.0 0.0 0.0 0.112
H -1.742 -0.423 -5.127 0.0 0.0 0.0 0.105
H -1.777 -0.506 -2.699 0.0 0.0 0.0 0.080
C -2.425 -6.063 1.665 0.0 0.0 0.0 -0.088
C -2.689 -4.929 2.417 0.0 0.0 0.0 -0.079
C -2.154 -3.707 2.038 0.0 0.0 0.0 -0.035
C -1.337 -3.607 0.912 -0.1 0.0 0.1 -0.205
C -1.082 -4.752 0.156 0.0 0.0 0.0 -0.018
C -1.624 -5.969 0.533 0.0 0.0 0.0 -0.073
C -0.791 -2.281 0.554 0.2 0.1 -0.2 -0.142
C 0.259 -1.925 -0.193 0.2 0.2 -0.1 -0.256
C 1.291 -2.811 -0.747 -0.1 -0.1 0.0 -0.309
C 2.128 -3.503 0.131 0.0 0.0 0.0 -0.052
C 3.156 -4.297 -0.352 0.0 0.0 0.0 -0.080
C 3.359 -4.424 -1.719 0.0 0.0 0.0 -0.093
C 2.527 -3.744 -2.600 0.0 0.0 0.0 -0.076
C 1.507 -2.936 -2.120 0.0 0.0 0.0 -0.047
H -2.844 -7.018 1.956 0.0 0.0 0.0 0.101
H -3.313 -4.994 3.299 0.0 0.0 0.0 0.104
H -2.352 -2.820 2.630 0.0 0.0 0.0 0.114
H -0.464 -4.686 -0.729 0.0 0.0 0.0 0.113
H -1.422 -6.851 -0.061 0.0 0.0 0.0 0.104
H -1.392 -1.489 1.035 0.0 0.1 0.0 0.052
H 1.967 -3.406 1.198 0.0 0.0 0.0 0.124
H 3.800 -4.822 0.342 0.0 0.0 0.0 0.102
H 4.160 -5.046 -2.096 0.0 0.0 0.0 0.099
H 2.677 -3.836 -3.668 0.0 0.0 0.0 0.103
H 0.869 -2.398 -2.808 0.0 0.0 0.0 0.103
```
Forces are in eV/Å.